1.
{
  "formula": "H3N",
  "method": "ωB97M-V/def2-TZVPD",
  "elements": ["N", "H", "H", "H"],
  "positions_angstrom": [[-0.003331, 0.299723, -0.099474], [-0.261986, 0.156068, 0.866881], [-0.629355, -0.319109, -0.577097], [0.894672, -0.136682, -0.190310]],
  "forces_ev_per_a": [[-0.22, 0.11, 0.34], [0.05, 0.24, 0.35], [-0.45, -0.25, -0.60], [0.62, -0.11, -0.09]],
  "mulliken_charge": [-0.65, 0.22, 0.22, 0.22],
  "homo_ev": -10.42,
  "e_tot_ev": -1538.7829,
  "smiles": "N",
  "spin_multiplicity": 1
}

---

2.
{
  "formula": "H3N2O2P",
  "method": "ωB97M-V/def2-TZVPD",
  "elements": ["N", "N", "O", "O", "P", "H", "H", "H"],
  "positions_angstrom": [[-0.245808, -0.093116, -0.347543], [0.128489, 1.046664, 0.077374], [2.225361, -1.113755, 0.157979], [4.207659, 0.437627, -0.322064], [2.765792, 0.261201, 0.036751], [-0.066885, -0.260588, -1.331831], [-0.500089, -0.884578, 0.236688], [0.042734, 1.173525, 1.083216]],
  "forces_ev_per_a": [[-0.17, 0.34, 0.39], [0.68, 0.21, -0.94], [-0.64, -0.24, 0.02], [-1.23, 0.59, 0.36], [1.36, -0.35, -0.25], [-0.18, -0.10, 0.17], [0.30, 0.08, 0.04], [-0.12, -0.54, 0.21]],
  "mulliken_charge": [0.02, -0.37, -0.48, -0.52, 0.52, 0.30, 0.26, 0.28],
  "homo_ev": [-9.29, -8.59],
  "e_tot_ev": -16410.4318,
  "spin_multiplicity": 1
}

---

3.
{
  "formula": "H3N2OP",
  "method": "ωB97M-V/def2-TZVPD",
  "elements": ["N", "N", "P", "O", "H", "H", "H"],
  "positions_angstrom": [[-0.128933, 0.835418, -0.951617], [0.069748, 0.023199, 0.166181], [-0.673236, -0.234497, 1.672516], [-0.056214, -1.477344, 2.078706], [0.725921, 1.141251, -1.404519], [-0.725208, 0.445813, -1.668128], [0.787923, -0.733840, 0.106861]],
  "forces_ev_per_a": [[-0.35, 0.87, 0.00], [0.97, -1.37, 0.25], [-0.71, 2.14, -1.70], [0.80, -1.73, 1.04], [0.04, -0.11, 0.56], [-0.08, -0.47, 0.27], [-0.68, 0.66, -0.43]],
  "mulliken_charge": [-0.54, -0.02, 0.28, -0.45, 0.24, 0.23, 0.27],
  "homo_ev": -9.63,
  "e_tot_ev": -14364.5686,
  "smiles": "NNP=O",
  "spin_multiplicity": 1
}

---

4.
{
  "formula": "H3N3O",
  "method": "ωB97M-V/def2-TZVPD",
  "elements": ["N", "N", "O", "N", "H", "H", "H"],
  "positions_angstrom": [[0.903947, -2.383229, 0.214837], [1.429606, -1.474537, -0.220559], [2.055256, -0.616075, -0.692385], [-0.829300, 0.890387, 0.100468], [-1.293260, 0.996740, 1.114867], [-1.662370, 0.707534, -0.588268], [-0.603879, 1.879180, 0.071040]],
  "forces_ev_per_a": [[0.80, 2.14, -0.82], [-1.34, -3.29, 1.31], [0.52, 1.23, -0.49], [-3.09, 0.14, 1.99], [0.87, -1.14, -2.75], [1.97, 0.74, 1.82], [0.26, 0.20, -1.06]],
  "mulliken_charge": [-0.27, 0.74, -0.49, -0.71, 0.25, 0.24, 0.23],
  "homo_ev": -10.72,
  "e_tot_ev": -6564.2673,
  "smiles": "N#[N+][O-].N",
  "spin_multiplicity": 1
}

---

5.
{
  "formula": "H3N3O2",
  "method": "ωB97M-V/def2-TZVPD",
  "elements": ["N", "N", "O", "N", "O", "H", "H", "H"],
  "positions_angstrom": [[2.288895, -0.996813, 0.374121], [2.160456, 0.070428, 0.148564], [2.149991, 1.182935, -0.080618], [-1.423755, -0.041279, -0.069964], [-0.123662, 0.016063, -0.683694], [-1.701951, -1.026970, -0.007206], [-1.892952, 0.692621, -0.559854], [-1.457023, 0.103016, 0.878654]],
  "forces_ev_per_a": [[0.06, -2.68, 0.65], [0.73, -1.50, 0.32], [-0.15, 4.25, -0.78], [2.47, -1.54, -2.20], [-1.37, -0.14, 0.80], [-0.92, 0.21, -1.62], [-1.47, -0.31, -0.35], [0.65, 1.71, 3.18]],
  "mulliken_charge": [-0.31, 0.82, -0.51, -0.19, -0.64, 0.30, 0.30, 0.24],
  "homo_ev": -8.94,
  "e_tot_ev": -8608.6443,
  "smiles": "N#[N+][O-].[NH3+][O-]",
  "spin_multiplicity": 1
}

---

6.
{
  "formula": "H3N3O2",
  "method": "ωB97M-V/def2-TZVPD",
  "elements": ["N", "N", "N", "O", "O", "H", "H", "H"],
  "positions_angstrom": [[-0.151799, -0.569056, -1.068537], [-0.135715, 0.612236, 0.687533], [0.664156, -1.201657, -0.536488], [-1.031083, -0.158295, -1.824037], [0.816368, -0.011069, 1.234213], [-1.062424, 0.301806, 1.031442], [-0.197803, 1.625997, 0.531187], [0.906233, -2.101026, -0.990418]],
  "forces_ev_per_a": [[-3.21, 2.41, -3.56], [-3.16, 2.27, 3.27], [2.58, -3.87, -1.22], [1.27, -1.50, 0.60], [1.08, 1.62, 1.71], [0.40, 0.03, -0.45], [1.18, -0.19, 0.14], [-0.15, -0.77, -0.48]],
  "mulliken_charge": [0.58, -0.19, -0.22, -0.53, -0.37, 0.28, 0.25, 0.20],
  "homo_ev": [-6.69, -9.99],
  "e_tot_ev": -8605.3840,
  "s_squared": 2.010,
  "spin_multiplicity": 3
}